i.
Density functional theory data (ωB97M-V/def2-TZVPD) for an isolated molecule of C3H6N2O2.

Each line ends with the Löwdin charge.
Atoms and positions in Å:
1 O 2.0958 1.6664 0.1484  0.005
2 N 1.1913 0.9945 -0.3000  -0.119
3 C -0.1833 1.2477 0.1082  -0.196
4 C -0.9921 0.0279 -0.3236  -0.166
5 C -0.2793 -1.2489 0.1494  -0.181
6 N 1.1376 -0.9863 0.2599  -0.108
7 O 1.9548 -1.7783 -0.1528  0.038
8 H -0.5207 2.1478 -0.4111  0.127
9 H -0.2474 1.4437 1.1858  0.125
10 H -1.9996 0.0708 0.0890  0.111
11 H -1.0625 0.0126 -1.4117  0.111
12 H -0.6086 -1.4958 1.1648  0.131
13 H -0.4861 -2.1021 -0.5062  0.121

## Properties
- structure (SMILES) = O=NCCCN=O
- spin multiplicity = 1
- net charge = 0
- LUMO energy (spin up / spin down) (eV) = -0.5 / -0.6
- orbital gap (spin up / spin down) (eV) = 7.93 / 7.85


ii.
Density functional theory data (ωB97M-V/def2-TZVPD) for an isolated molecule of C3H6N2O2.

Each line ends with the Löwdin charge.
Atoms and positions in Å:
1 N -1.5044 0.8689 -0.2874  0.175
2 C -1.3285 -0.4550 -0.0478  -0.526
3 O -2.1640 -1.3061 -0.2964  0.043
4 C 0.0284 -0.8212 0.5670  -0.094
5 N 1.1635 -0.4208 -0.2508  0.036
6 C 1.6531 0.8329 -0.1384  -0.353
7 O 1.1813 1.6712 0.6146  -0.007
8 H -2.3695 1.1601 -0.7153  0.114
9 H -0.8222 1.5554 0.0074  0.078
10 H 0.0418 -1.9003 0.7183  0.126
11 H 0.1320 -0.3215 1.5371  0.130
12 H 1.5429 -1.0454 -0.9489  0.142
13 H 2.5211 1.0443 -0.7858  0.135

## Properties
- structure (SMILES) = NC(=O)CNC=O
- spin multiplicity = 1
- net charge = 0
- LUMO energy (eV) = 0.7
- orbital gap (eV) = 10.46


Computed stability ranking, most favorable first: ii, i


i.
Density functional theory data (ωB97M-V/def2-TZVPD) for an isolated molecule of C3H6N2O2.

Each line ends with the Löwdin charge.
Atoms and positions in Å:
1 N 0.1605 0.1101 -1.7933  0.131
2 C 0.4284 0.0799 -0.4025  -0.582
3 N -0.2247 -1.0418 0.2020  0.118
4 C -1.1663 -0.9235 1.1879  -0.331
5 O -1.5193 0.1085 1.7196  0.020
6 C 0.7996 1.1482 0.5307  -0.048
7 O 1.7813 0.3223 -0.1146  0.010
8 H 0.8178 0.6473 -2.3367  0.091
9 H -0.8051 0.2502 -2.0469  0.089
10 H -0.1351 -1.9340 -0.2647  0.142
11 H -1.5871 -1.9044 1.4731  0.131
12 H 0.7538 2.1989 0.2535  0.121
13 H 0.6960 0.9383 1.5918  0.108

## Properties
- structure (SMILES) = N[C@]1(NC=O)CO1
- spin multiplicity = 1
- net charge = 0
- LUMO energy (eV) = 0.8
- orbital gap (eV) = 10.47


ii.
Density functional theory data (ωB97M-V/def2-TZVPD) for an isolated molecule of C3H6N2O2.

Each line ends with the Löwdin charge.
Atoms and positions in Å:
1 C 0.7477 -1.2872 -0.2756  -0.085
2 N 0.5314 -0.0280 0.3392  -0.217
3 C 1.0376 1.1416 -0.3148  -0.216
4 O 0.3262 2.1572 -0.2608  0.019
5 N -0.5996 0.1615 1.0234  0.018
6 C -1.7492 0.2956 0.2213  -0.285
7 O -1.8555 0.1238 -0.9962  0.016
8 H -0.0962 -1.7420 -0.7431  0.068
9 H 1.3326 -2.1188 0.3508  0.120
10 H 1.5626 -1.1612 -1.0434  0.093
11 H 2.1153 0.8993 -0.6199  0.155
12 H -0.6217 0.9653 1.7456  0.190
13 H -2.7312 0.5929 0.5736  0.124

## Properties
- structure (SMILES) = CN(C=O)NC=O
- spin multiplicity = 1
- net charge = 0
- LUMO energy (eV) = 0.9
- orbital gap (eV) = 10.33


Computed stability ranking, most favorable first: i, ii


i.
Density functional theory data (ωB97M-V/def2-TZVPD) for an isolated molecule of C3H6N2O2.

Each line ends with the Löwdin charge.
Atoms and positions in Å:
1 C 2.0015 0.2313 -0.1118  -0.072
2 C 0.9914 -0.9243 -0.1355  -0.164
3 N -0.2099 -0.6964 0.1100  0.042
4 O -0.3579 0.6800 -0.2720  -0.170
5 C -1.6933 1.0481 -0.0341  -0.179
6 N -2.8829 0.3821 -0.1466  0.004
7 O -2.9817 -1.0584 -0.0682  -0.058
8 H 1.8370 1.3474 -0.0970  0.102
9 H 2.4875 0.0024 0.8629  0.089
10 H 2.9181 0.0209 -0.5887  0.045
11 H 1.5106 -1.9954 -0.1019  0.167
12 H -1.5737 2.1315 0.6885  0.201
13 H -2.0467 -1.1692 -0.1055  -0.007

## Properties
- structure (SMILES) = C/C=N\O/C=N\O
- spin multiplicity = 1
- net charge = 0
- LUMO energy (eV) = 0.5
- orbital gap (eV) = 9.68


ii.
Density functional theory data (ωB97M-V/def2-TZVPD) for a cluster of 2 separate species, C3H6N2O2 in total.

Each line ends with the Löwdin charge.
Atoms and positions in Å:
1 O 1.3409 0.4189 1.4742  0.076
2 C 0.4078 0.0034 0.8350  -0.503
3 C -0.9903 0.6092 0.7127  -0.067
4 O -1.8139 -0.5586 0.5607  -0.024
5 C -0.9555 -1.5541 0.2739  -0.196
6 N 0.3000 -1.3432 0.3023  0.131
7 H -1.1080 1.2258 -0.1818  0.125
8 H -1.2793 1.1666 1.6015  0.134
9 H -1.4388 -2.5022 0.0609  0.141
10 N 1.2267 0.6849 -1.2295  0.054
11 H 2.1713 0.9218 -0.9434  0.052
12 H 0.9468 1.2365 -2.0267  0.041
13 H 1.1923 -0.3091 -1.4398  0.036

## Properties
- structure (SMILES) = O=C1COC=N1.N
- spin multiplicity = 1
- net charge = 0
- LUMO energy (eV) = 0.7
- orbital gap (eV) = 10.60


iii.
Density functional theory data (ωB97M-V/def2-TZVPD) for an isolated molecule of C3H6N2O2.

Each line ends with the Löwdin charge.
Atoms and positions in Å:
1 C 1.5698 -0.8968 0.9613  -0.027
2 N 1.2083 0.0110 -0.0828  -0.165
3 N 1.8324 1.1317 -0.0214  -0.026
4 O 1.6536 1.8754 -1.0149  -0.082
5 C 0.2012 -0.4493 -1.0049  -0.269
6 C -0.4994 0.3476 -2.0013  -0.065
7 O -1.0673 0.0643 -0.7255  -0.001
8 H 0.6189 -1.3184 1.0779  0.072
9 H 2.4123 -1.5567 0.5792  0.119
10 H 1.9049 -0.4000 1.8669  0.094
11 H 0.2554 -1.4665 -1.1388  0.128
12 H -0.3298 1.4060 -2.1078  0.101
13 H -1.0939 -0.1291 -2.7929  0.122

## Properties
- structure (SMILES) = CN(N=O)[C@@H]1CO1
- spin multiplicity = 1
- net charge = 0
- LUMO energy (eV) = 0.9
- orbital gap (eV) = 10.19


iv.
Density functional theory data (ωB97M-V/def2-TZVPD) for an isolated molecule of C3H6N2O2.

Each line ends with the Löwdin charge.
Atoms and positions in Å:
1 H 1.5895 1.6097 -1.5562  0.061
2 N 1.0437 0.9346 -1.0313  0.105
3 C 1.7020 0.5243 -0.0312  -0.299
4 O 1.2679 -0.3333 0.8847  -0.044
5 C -0.0886 -0.7884 1.0394  -0.066
6 C -1.3201 -0.1517 0.3567  -0.518
7 N -1.4811 -0.3297 -0.9893  0.137
8 O -2.1953 0.2857 1.0810  0.057
9 H 2.7272 0.8132 0.2197  0.137
10 H -0.0933 -1.8551 0.7949  0.133
11 H -0.2809 -0.6677 2.1040  0.127
12 H -2.2981 0.1510 -1.3449  0.108
13 H -0.6392 -0.1785 -1.5351  0.063

## Properties
- structure (SMILES) = [H]/N=C/OCC(N)=O
- spin multiplicity = 1
- net charge = 0
- LUMO energy (eV) = 0.8
- orbital gap (eV) = 10.58


Computed stability ranking, most favorable first: iv, ii, iii, i


i.
Density functional theory data (ωB97M-V/def2-TZVPD) for a structure of composition C3H6N2O2.

Each line ends with the Löwdin charge.
Atoms and positions in Å:
1 C 0.9349 0.3606 -1.0096  -0.040
2 N -0.0260 0.5041 1.1078  -0.111
3 C -0.5672 0.4710 -1.2495  -0.334
4 C 0.4957 -0.5225 0.1717  -0.371
5 O -0.9090 0.0980 2.1262  -0.060
6 N -0.6213 -1.0207 -0.5756  0.079
7 O -1.3002 1.0133 -2.0052  0.137
8 H -0.6623 -0.7961 2.4142  0.092
9 H -0.0540 1.5217 1.0812  0.138
10 H -1.3610 -1.5698 -0.1552  0.095
11 H 1.4017 1.3177 -0.7792  0.112
12 H 1.5020 -0.1434 -1.7854  0.122
13 H 1.1667 -1.2336 0.6586  0.142

## Properties
- spin multiplicity = 1
- net charge = 0
- LUMO energy (eV) = 0.8
- orbital gap (eV) = 9.13


ii.
Density functional theory data (ωB97M-V/def2-TZVPD) for a cluster of 2 separate species, C3H6N2O2 in total.

Each line ends with the Löwdin charge.
Atoms and positions in Å:
1 C 1.2635 -1.0635 -0.0288  -0.038
2 C 0.6457 -0.0591 -0.8726  -0.269
3 N -1.9016 0.9293 -0.9184  -0.049
4 C 0.8757 0.0198 0.9952  -0.245
5 O -1.2305 -0.1426 -0.3751  -0.305
6 N -0.3278 0.0310 1.5630  0.135
7 O 0.8575 0.6792 -1.7754  0.181
8 H -1.2841 1.7440 -0.9045  0.063
9 H -2.7348 1.1059 -0.3615  0.075
10 H -0.7503 -0.8950 1.6141  0.066
11 H 0.6891 -1.9814 0.0849  0.133
12 H 2.3290 -1.2018 -0.2145  0.132
13 H 1.5686 0.8343 1.1936  0.121

## Properties
- spin multiplicity = 1
- net charge = 0
- LUMO energy (spin up / spin down) (eV) = -0.5 / -0.5
- orbital gap (spin up / spin down) (eV) = 6.94 / 6.95


iii.
Density functional theory data (ωB97M-V/def2-TZVPD) for a structure of composition C3H6N2O2.

Each line ends with the Löwdin charge.
Atoms and positions in Å:
1 N 1.0498 0.8984 0.8483  0.164
2 C -0.0935 1.4694 0.3828  -0.516
3 O -0.4873 2.5699 0.7207  0.059
4 C -0.8772 0.6240 -0.6224  -0.091
5 O -1.4104 -0.5900 -0.0425  -0.072
6 C -0.7748 -1.7430 -0.1373  -0.269
7 N 0.5338 -1.6565 -0.5013  0.052
8 H 1.6450 1.4711 1.4271  0.113
9 H 1.4312 0.0854 0.3831  0.064
10 H -0.2573 0.3789 -1.4903  0.119
11 H -1.7497 1.2019 -0.9214  0.131
12 H 0.1394 -2.1018 0.6585  0.178
13 H 0.8511 -2.6077 -0.7052  0.071

## Properties
- spin multiplicity = 1
- net charge = 0
- LUMO energy (eV) = 0.7
- orbital gap (eV) = 9.91


iv.
Density functional theory data (ωB97M-V/def2-TZVPD) for an isolated molecule of C3H6N2O2.

Each line ends with the Löwdin charge.
Atoms and positions in Å:
1 H 0.0215 1.7580 -0.9914  0.061
2 N 0.5859 1.2688 -0.3162  0.198
3 C -0.0116 0.4399 0.4284  -0.533
4 N 0.7074 -0.0604 1.5744  0.089
5 C 1.7622 -0.7402 0.8832  -0.330
6 O 2.7663 -0.1862 0.5387  0.074
7 O -1.2064 -0.1535 0.3072  -0.046
8 C -1.7172 -0.2861 -1.0127  -0.062
9 H 1.1493 0.7619 1.9881  0.128
10 H 1.5112 -1.7801 0.6195  0.138
11 H -2.5440 -0.9901 -0.9258  0.094
12 H -0.9418 -0.6933 -1.6720  0.100
13 H -2.0828 0.6612 -1.4215  0.090

## Properties
- structure (SMILES) = [H]/N=C(/NC=O)OC
- spin multiplicity = 1
- net charge = 0
- LUMO energy (eV) = 0.7
- orbital gap (eV) = 10.86


Computed stability ranking, most favorable first: iv, iii, i, ii